--- P ---
The following is a quantum chemistry calculation of the ion C5H11N2O with charge +1, from the OMol25 dataset.

Element x y z (Å)
1 C 0.666 -0.235 0.482
2 C -0.941 1.717 -0.254
3 C 0.817 -1.440 -0.326
4 C -1.601 2.846 0.466
5 C -0.083 -1.692 -1.488
6 N -0.227 0.800 0.494
7 N 1.595 -2.439 0.097
8 O 1.450 -0.072 1.589
9 H -1.418 1.300 -1.174
10 H -2.627 2.797 0.809
11 H -1.658 3.759 -0.157
12 H -1.043 2.991 1.327
13 H -0.350 -0.790 -2.020
14 H -1.058 -2.171 -1.151
15 H 0.447 -2.304 -2.166
16 H 0.067 1.265 1.369
17 H 2.338 -2.274 0.860
18 H 1.849 -3.113 -0.715
19 H 1.778 -0.945 1.959

## Properties
LUMO energy (spin up / spin down): -4.491 / -4.994 eV
Charge: +1
Molecular weight: 115.16 g mol⁻¹
Highest occupied orbital energy (spin up / spin down): -11.95 / -11.86 eV
HOMO-LUMO gap (spin up / spin down): 7.46 / 6.86 eV

Atom charges from the Löwdin analysis, given in e for atoms 1 to 6: -0.274 -0.014 -0.274 -0.048 -0.006 0.120


--- Q ---
The following is a quantum chemistry calculation of a cluster of 2 separate species, C5H11N2O in total, from the OMol25 dataset.

Element x y z (Å)
1 C -0.173 1.405 -1.030
2 C -1.170 -1.039 0.397
3 C -1.876 -0.784 -0.720
4 C -0.268 0.048 0.963
5 C 0.170 -0.184 2.380
6 N 0.702 1.225 -2.024
7 N 0.190 0.970 0.193
8 O 2.094 -0.415 -0.690
9 H -1.074 2.011 -1.062
10 H 1.477 0.604 -1.896
11 H -1.112 -1.958 0.791
12 H -2.702 -1.482 -0.975
13 H -1.637 0.072 -1.388
14 H -0.728 -0.716 2.876
15 H 0.414 0.729 2.970
16 H 0.939 -0.976 2.426
17 H 0.747 1.774 -2.853
18 H 2.064 0.061 0.181
19 H 1.944 -1.346 -0.540

## Properties
LUMO energy: -4.484 eV
Charge: +1
Molecular weight: 115.16 g mol⁻¹
Highest occupied orbital energy: -14.38 eV
HOMO-LUMO gap: 9.89 eV

Atom charges from the Löwdin analysis, given in e for atoms 1 to 6: -0.128 -0.056 0.103 -0.288 -0.007 0.208


Q (56.3 kJ/mol below the next structure)